[1]
Molecular formula: C22H21NO3
Method: DFT, ωB97M-V/def2-TZVPD

Computed properties:
E_HOMO: -8.6 eV
E_tot: -1131.24456 Eh
Energy relative to the best compared isomer or geometry (same formula, charge and spin): 6.318 eV
SMILES string: Cc1ccc([C@H](c2ccc(Oc3ccccc3)cc2)[C@@H](C)[N+](=O)[O-])cc1

The geometry in XYZ format:
```
47
C22H21NO3 ωB97M-V/def2-TZVPD
C 6.352 -0.935 -0.396
C 4.949 -0.367 -0.340
C 4.711 0.950 -0.786
C 3.421 1.421 -0.833
C 2.294 0.606 -0.577
C 0.946 1.080 -1.128
C -0.309 0.506 -0.520
C -0.521 -0.885 -0.387
C -1.769 -1.391 0.036
C -2.814 -0.496 0.276
O -4.080 -0.997 0.544
C -4.382 -1.325 1.861
C -5.265 -0.456 2.538
C -5.449 -0.650 3.915
C -4.837 -1.705 4.581
C -3.979 -2.567 3.879
C -3.742 -2.372 2.509
C -2.651 0.876 0.144
C -1.387 1.376 -0.166
C 0.761 1.282 -2.833
C -0.384 2.063 -3.419
N 2.029 2.067 -3.260
O 3.079 1.478 -3.477
O 1.827 3.315 -3.295
C 2.564 -0.590 0.131
C 3.859 -1.136 0.124
H 6.343 -2.023 -0.232
H 6.823 -0.759 -1.378
H 7.016 -0.487 0.359
H 5.541 1.567 -1.103
H 3.271 2.484 -1.073
H 0.908 2.197 -1.195
H 0.280 -1.569 -0.648
H -1.915 -2.444 0.202
H -5.746 0.354 1.980
H -6.117 0.044 4.447
H -4.991 -1.851 5.649
H -3.499 -3.409 4.381
H -3.056 -3.028 1.940
H -3.490 1.542 0.320
H -1.223 2.455 -0.154
H 0.837 0.216 -3.099
H -1.230 1.412 -3.614
H -0.675 2.837 -2.708
H -0.137 2.587 -4.348
H 1.776 -1.125 0.666
H 4.062 -2.147 0.483
```

These are the Löwdin partial charges, in e, on atoms 1 to 6:
1. C -0.06
2. C -0.26
3. C -0.04
4. C -0.07
5. C -0.15
6. C -0.12


[2]
Molecular formula: C4H8O
Method: DFT, ωB97M-V/def2-TZVPD

Computed properties:
E_HOMO: -9.6 eV
E_tot: -232.40600 Eh
Energy relative to the best compared isomer or geometry (same formula, charge and spin): 1.078 eV

The geometry in XYZ format:
```
13
C4H8O ωB97M-V/def2-TZVPD
C 1.730 -0.288 -0.067
C 0.351 0.269 -0.334
C -0.902 -0.617 -0.185
C -1.460 0.625 0.515
O -0.139 1.178 0.669
H 2.500 0.486 -0.155
H 1.786 -0.724 0.934
H 1.948 -1.066 -0.808
H 0.329 0.777 -1.311
H -1.375 -0.955 -1.111
H -0.782 -1.465 0.499
H -1.957 0.500 1.480
H -2.081 1.244 -0.149
```

These are the Löwdin partial charges, in e, on atoms 1 to 6:
1. C -0.04
2. C -0.40
3. C -0.10
4. C -0.18
5. O -0.10
6. H 0.08


[3]
Molecular formula: C4H5N
Method: DFT, ωB97M-V/def2-TZVPD

Computed properties:
E_HOMO: -9.3 eV
E_tot: -209.91947 Eh
Energy relative to the best compared isomer or geometry (same formula, charge and spin): 6.647 eV

The geometry in XYZ format:
```
10
C4H5N ωB97M-V/def2-TZVPD
C 1.633 -0.330 0.375
C 1.516 0.274 -0.807
C 0.173 -0.008 -0.262
C -1.139 0.630 -0.114
N -0.946 -0.683 -0.785
H 2.204 -1.072 0.924
H 0.487 -0.429 0.952
H -1.306 1.514 -0.727
H -1.716 0.580 0.806
H -0.956 -0.632 -1.802
```

These are the Löwdin partial charges, in e, on atoms 1 to 6:
1. C -0.07
2. C 0.03
3. C -0.54
4. C -0.08
5. N 0.07
6. H 0.09


> Which of these has the lowest energy relative to the best compared isomer or geometry (same formula, charge and spin)?

C4H8O